# 1
{"formula": "C5H32NO14", "method": "wB97M-V/def2-TZVPD", "symbols": ["O", "O", "O", "O", "O", "O", "O", "O", "O", "O", "O", "O", "O", "O", "N", "C", "C", "C", "C", "C", "H", "H", "H", "H", "H", "H", "H", "H", "H", "H", "H", "H", "H", "H", "H", "H", "H", "H", "H", "H", "H", "H", "H", "H", "H", "H", "H", "H", "H", "H", "H", "H"], "coordinates": [[2.044, -0.680, -0.209], [-2.277, -0.724, -3.020], [-0.229, 2.108, 3.756], [0.383, -0.555, 3.593], [1.550, 3.019, 1.214], [1.911, -2.006, 2.148], [0.631, -2.242, -3.245], [2.481, -2.996, -1.364], [0.309, -3.900, 0.339], [0.279, 4.248, -1.119], [1.398, 0.823, -1.670], [-2.078, 3.008, -1.304], [-0.733, 1.324, -3.015], [3.579, 1.216, 1.060], [-2.094, -2.064, 1.036], [-0.047, 0.156, 0.209], [-1.362, -0.317, -0.425], [1.160, 0.064, -0.708], [-2.308, -0.792, 0.654], [-3.353, -0.071, 1.176], [0.164, -0.435, 2.672], [0.052, 1.285, -2.384], [2.385, 2.589, 0.948], [0.119, -0.450, 1.089], [1.410, 2.805, 2.152], [0.871, -1.301, -3.222], [0.770, -3.683, -0.510], [1.499, -2.701, 1.619], [2.605, -2.206, -0.805], [-3.017, -0.224, -3.382], [-1.844, 0.610, -0.878], [0.988, -4.541, 0.625], [0.005, 1.157, 3.870], [-0.332, -2.145, -3.148], [2.986, 0.540, 1.421], [-1.191, -1.009, -1.265], [-1.302, -2.645, 0.777], [0.682, 3.609, -1.728], [-2.583, -2.375, 1.887], [1.669, -2.878, -1.912], [-1.119, 1.854, 3.441], [-1.467, -0.141, -3.121], [1.069, -1.235, 3.620], [2.134, -1.343, 1.458], [-1.824, 3.666, -1.971], [-3.669, 0.894, 0.788], [3.630, 0.837, 0.170], [0.812, 4.027, -0.328], [-0.089, 1.162, 0.643], [-1.244, 3.067, -0.813], [-4.115, -0.446, 1.860], [-1.299, 2.040, -2.680]], "orbital_gap_ev": [9.4, 5.6], "lumo_energy_ev": [-0.6, -4.5], "multiplicity": 2}

---

# 2
{"formula": "C5H33N3O9", "method": "wB97M-V/def2-TZVPD", "symbols": ["O", "O", "O", "O", "O", "O", "O", "O", "O", "N", "N", "N", "C", "C", "C", "C", "C", "H", "H", "H", "H", "H", "H", "H", "H", "H", "H", "H", "H", "H", "H", "H", "H", "H", "H", "H", "H", "H", "H", "H", "H", "H", "H", "H", "H", "H", "H", "H", "H", "H"], "coordinates": [[-1.956, 0.722, -1.946], [-2.140, -2.019, -2.055], [0.585, 0.970, -2.688], [0.316, -1.771, -3.045], [-2.170, -1.737, 1.122], [2.567, 2.157, -0.494], [-3.374, 3.330, 0.186], [2.261, -4.180, 1.206], [-0.907, 3.288, 3.155], [0.311, 2.304, 0.704], [-1.877, 0.909, 2.369], [0.669, -2.040, 0.164], [0.361, 0.906, 1.375], [-0.685, 0.330, 2.042], [2.990, -1.407, -0.476], [1.641, -0.809, -0.142], [1.529, 0.078, 1.106], [0.453, -2.587, -0.684], [1.262, 2.740, 0.456], [-4.061, 2.711, -0.117], [-2.778, -2.196, -2.635], [2.218, -5.090, 0.944], [2.713, -4.070, 2.088], [2.400, 0.770, 0.951], [-1.382, -1.816, -2.414], [-3.994, 4.109, 0.103], [1.811, -0.560, 2.076], [1.120, -0.299, -1.006], [2.246, 1.768, -1.394], [3.775, -0.626, -0.265], [0.831, 1.506, -3.358], [3.273, -2.338, 0.054], [-2.099, -0.312, -2.104], [2.940, -1.470, -1.592], [-2.789, -2.220, 1.726], [-2.612, 0.254, 2.236], [3.327, 2.748, -0.800], [-0.120, -1.834, 0.643], [0.294, -2.172, -3.865], [-0.536, -0.675, 2.254], [-2.406, -1.902, 0.234], [0.584, -0.845, -3.333], [-2.045, 1.799, 2.118], [-0.473, 1.150, -2.647], [-0.430, 2.918, 1.385], [-0.962, 4.261, 3.503], [-0.183, 2.463, -0.202], [-0.922, 2.734, 4.024], [1.333, -2.805, 0.594], [-2.908, 0.854, -1.554]], "total_charge": 3, "orbital_gap_ev": [10.4, 6.6], "lumo_energy_ev": [-9.6, -13.4], "multiplicity": 2}